C26H22Br2N6O6S2Ta as an isolated structure at a distorted geometry, computed with ωB97M-V with the def2-TZVPD basis set.

```
65
Properties=species:S:1:pos:R:3:forces:R:3:mulliken_charge:R:1
Ta -0.905 -0.229 -0.013 1.202 -0.248 -0.429 1.722
C -4.393 1.413 1.959 -0.102 0.005 -0.008 -1.381
C -2.917 1.230 1.829 -0.051 -0.150 -0.069 0.882
O -2.534 0.402 0.907 -0.364 -0.142 0.235 -0.683
C -2.028 1.824 2.674 0.111 0.240 0.160 -1.427
C -0.690 1.378 2.802 -0.025 -0.244 0.081 1.258
C 0.137 1.856 3.954 -0.005 0.042 0.063 -1.430
N -0.200 0.464 1.996 -0.095 0.049 -0.479 0.404
N 0.923 -0.200 2.481 -0.142 0.318 -0.018 -0.798
C 1.022 -1.323 1.866 -0.288 -0.290 -0.135 0.651
O 0.144 -1.686 0.945 0.178 0.157 0.367 -0.996
C 2.103 -2.260 2.220 -0.040 -0.188 -0.208 0.093
C 3.195 -1.831 2.969 0.047 0.089 0.059 -0.258
C 4.214 -2.718 3.273 0.053 -0.007 0.012 -0.721
C 4.149 -4.036 2.835 -0.012 -0.023 -0.024 -0.400
C 3.062 -4.465 2.083 -0.001 0.041 0.006 -0.760
C 2.041 -3.578 1.772 0.027 0.008 -0.058 0.057
H -4.772 2.035 1.148 0.001 0.008 -0.056 0.191
H -4.648 1.870 2.914 -0.021 0.012 -0.041 0.439
H -4.877 0.438 1.878 0.025 0.043 0.020 0.321
H -2.405 2.517 3.414 0.054 -0.036 -0.026 0.371
H -0.421 2.562 4.567 0.020 -0.008 -0.038 0.442
H 0.466 1.013 4.559 -0.026 0.046 0.010 0.329
H 1.042 2.333 3.565 -0.039 -0.043 0.044 0.291
H 3.236 -0.797 3.294 -0.001 -0.100 -0.023 0.442
H 5.071 -2.381 3.845 -0.056 -0.013 -0.023 0.390
H 4.951 -4.725 3.073 -0.048 0.037 -0.027 0.408
H 3.012 -5.488 1.730 0.009 0.041 0.024 0.414
H 1.194 -3.890 1.171 0.053 0.018 0.053 0.495
Br -3.700 2.925 -1.505 0.006 -0.094 0.062 -0.118
C -3.609 1.278 -2.457 0.157 -0.312 0.179 0.202
C -4.184 1.235 -3.713 -0.061 0.054 -0.085 -0.756
C -4.215 0.013 -4.366 -0.080 0.093 -0.135 -0.360
C -3.719 -1.106 -3.729 0.009 -0.173 -0.088 -0.754
C -3.153 -0.943 -2.481 0.023 0.199 0.240 0.518
N -3.061 0.234 -1.859 -0.060 0.156 -0.227 0.304
C -2.664 -2.137 -1.699 0.172 0.302 0.098 0.353
O -2.969 -3.247 -2.045 0.073 -0.247 0.061 -0.656
O -1.957 -1.832 -0.633 -0.028 0.267 -0.020 -0.586
H -4.597 2.128 -4.157 -0.003 -0.013 0.023 0.420
H -4.649 -0.060 -5.356 0.023 0.013 0.044 0.421
H -3.758 -2.097 -4.162 0.005 0.069 0.033 0.479
S -0.416 1.898 -2.562 0.104 -0.047 -0.128 -0.445
C -0.543 1.710 -0.887 -0.019 0.097 0.111 0.379
Br 6.340 -2.735 -0.632 -0.001 -0.013 0.005 -0.181
C 4.856 -2.191 -1.668 0.045 -0.012 0.027 -0.186
C 4.874 -2.367 -3.042 -0.207 0.073 -0.163 -0.134
N 3.858 -1.997 -3.823 0.034 0.000 0.148 -0.629
C 2.788 -1.457 -3.241 0.122 -0.152 -0.166 -0.167
C 2.696 -1.245 -1.872 -0.205 0.030 -0.221 -0.291
C 3.759 -1.613 -1.063 0.027 0.133 0.127 -0.273
C 1.467 -0.653 -1.275 -0.019 0.232 0.124 1.088
O 0.319 -0.960 -1.739 -0.225 0.117 0.484 -0.735
O 1.563 0.096 -0.277 -0.378 -0.278 0.020 -0.647
H 5.730 -2.820 -3.529 -0.020 0.019 0.018 0.365
H 1.968 -1.172 -3.890 0.019 -0.019 0.046 0.514
H 3.725 -1.446 0.006 -0.027 -0.020 -0.003 0.568
N -0.878 5.459 0.487 -0.023 0.094 0.229 -0.406
C -0.592 4.515 -0.413 0.151 -0.148 0.031 0.639
N -0.704 4.754 -1.696 -0.276 0.004 -0.266 -0.155
S 0.021 3.022 0.214 -0.017 -0.104 -0.074 -0.180
H -1.089 6.406 0.219 0.087 -0.014 0.011 0.191
H -0.836 5.220 1.463 -0.046 0.052 -0.024 0.198
H -1.246 5.545 -2.016 0.050 -0.064 0.038 0.266
H -0.601 3.910 -2.314 0.121 0.043 -0.029 0.012
```
Positions in Å, forces in eV/Å.

As for the LUMO energy (alpha / beta): -0.24 / -0.25 eV. As for the gap between HOMO and LUMO (alpha / beta): 0.214 / 0.271 hartree. Its expectation value of S² is 0.754. The calculation puts the energy above the lowest of the compared OMol25 structures with the same formula, charge and spin at 23.8 kcal/mol. The spin multiplicity is 2. Its charge is 0. Its total energy is -7785.5485 hartree.